This record from OMol25 describes 15 unconnected molecules or ions with the total composition C84H209N15O2 in a non-equilibrium geometry. The level of theory is ωB97M-V/def2-TZVPD.

Positions of all 310 atoms, in Å:
C 8.227 -2.637 -0.535
C 6.991 -2.750 -1.525
N 7.565 -3.156 -2.889
C 6.649 -3.881 -3.784
C 6.489 -5.448 -3.400
C 8.053 -1.877 -3.596
C 8.966 -2.242 -4.791
H 8.918 -1.827 -0.767
H 8.754 -3.587 -0.445
H 7.762 -2.399 0.423
H 6.378 -3.593 -1.209
H 6.378 -1.850 -1.577
H 5.642 -3.538 -3.550
H 6.784 -3.855 -4.865
H 7.451 -5.960 -3.439
H 5.983 -5.477 -2.435
H 5.786 -5.946 -4.068
H 8.592 -1.246 -2.890
H 7.124 -1.414 -3.929
H 9.934 -2.595 -4.436
H 9.206 -1.354 -5.374
H 8.618 -2.961 -5.534
C -0.225 -1.808 -6.079
C -0.127 -0.534 -6.956
N -1.397 0.208 -7.115
C -2.318 -0.531 -8.047
C -3.743 -0.385 -7.584
C -1.377 1.638 -7.257
C -0.710 2.407 -6.157
H 0.770 -2.131 -5.772
H -0.650 -2.525 -6.781
H -0.886 -1.696 -5.220
H 0.474 0.169 -6.378
H 0.291 -0.688 -7.950
H -2.253 -0.068 -9.031
H -2.112 -1.601 -8.079
H -4.331 -1.045 -8.221
H -3.882 -0.724 -6.557
H -4.063 0.652 -7.679
H -2.393 2.025 -7.334
H -0.857 1.806 -8.201
H 0.267 1.961 -5.975
H -1.329 2.512 -5.266
H -0.358 3.393 -6.463
C 3.081 7.495 -1.412
C 3.464 6.161 -0.708
N 2.322 5.322 -0.364
C 1.541 4.817 -1.400
C 2.273 3.983 -2.416
C 1.592 6.031 0.671
C 0.752 4.978 1.519
H 4.028 7.926 -1.737
H 2.585 8.243 -0.793
H 2.517 7.353 -2.334
H 4.131 5.646 -1.399
H 4.186 6.316 0.094
H 0.643 4.297 -1.068
H 1.100 5.684 -1.893
H 2.856 3.186 -1.957
H 1.678 3.419 -3.134
H 3.004 4.571 -2.971
H 1.000 6.857 0.276
H 2.327 6.569 1.270
H -0.089 4.568 0.959
H 0.247 5.422 2.377
H 1.298 4.125 1.919
C -3.755 2.412 -2.699
C -4.043 0.920 -2.790
N -5.424 0.473 -2.340
C -5.686 0.798 -0.895
C -4.500 0.513 0.068
C -6.386 0.997 -3.357
C -7.745 0.298 -3.135
H -2.752 2.772 -2.926
H -3.882 2.667 -1.646
H -4.523 3.053 -3.133
H -3.860 0.606 -3.818
H -3.192 0.448 -2.301
H -5.908 1.865 -0.855
H -6.563 0.275 -0.516
H -3.532 0.956 -0.163
H -4.771 0.973 1.019
H -4.297 -0.555 0.141
H -6.060 0.723 -4.360
H -6.574 2.071 -3.372
H -8.268 0.483 -4.073
H -8.257 0.695 -2.258
H -7.667 -0.778 -2.980
C 5.699 2.010 6.930
C 4.490 2.133 5.950
N 3.539 3.210 6.289
C 2.842 2.802 7.530
C 2.184 4.024 8.119
C 2.627 3.547 5.166
C 3.310 4.443 4.030
H 6.264 2.928 6.769
H 6.361 1.164 6.747
H 5.499 1.983 8.001
H 4.835 2.336 4.936
H 4.069 1.137 5.814
H 2.186 1.940 7.412
H 3.608 2.560 8.267
H 1.875 3.892 9.156
H 2.758 4.947 8.043
H 1.255 4.308 7.625
H 1.760 4.113 5.506
H 2.316 2.622 4.679
H 3.999 5.122 4.532
H 2.586 5.132 3.596
H 3.818 3.872 3.252
C 1.727 -0.514 0.578
C 0.200 -0.705 0.234
N -0.640 0.468 -0.054
C -0.644 1.424 1.091
C -1.428 0.936 2.277
C -0.129 1.215 -1.221
C -0.326 0.377 -2.488
H 2.341 -0.663 -0.310
H 2.039 -1.319 1.243
H 1.969 0.433 1.061
H 0.032 -1.436 -0.557
H -0.250 -1.110 1.141
H 0.342 1.700 1.463
H -1.012 2.404 0.786
H -2.018 0.026 2.166
H -0.706 0.705 3.059
H -2.158 1.688 2.578
H 0.904 1.458 -0.969
H -0.702 2.080 -1.553
H -1.187 -0.291 -2.461
H 0.582 -0.223 -2.541
H -0.249 0.986 -3.389
C -0.169 -4.181 3.306
C -0.945 -3.188 4.187
N -0.840 -3.609 5.611
C -2.004 -3.066 6.380
C -3.421 -3.546 6.005
C 0.364 -3.168 6.149
C 0.766 -4.082 7.254
H 0.724 -4.598 3.770
H 0.136 -3.575 2.453
H -0.915 -4.918 3.009
H -0.547 -2.193 3.989
H -1.971 -3.109 3.826
H -1.932 -3.228 7.455
H -1.971 -1.979 6.305
H -4.247 -3.139 6.589
H -3.651 -3.240 4.985
H -3.389 -4.634 6.064
H 0.311 -2.167 6.577
H 1.227 -3.186 5.483
H 0.814 -5.131 6.963
H 0.038 -3.947 8.054
H 1.750 -3.779 7.613
C 7.624 -5.328 6.810
C 6.443 -6.047 6.113
N 5.429 -5.208 5.486
C 5.871 -4.374 4.353
C 4.834 -3.236 4.095
C 4.105 -5.870 5.399
C 4.207 -7.291 4.707
H 8.428 -5.117 6.105
H 7.944 -6.077 7.536
H 7.333 -4.416 7.331
H 6.908 -6.726 5.398
H 5.939 -6.759 6.766
H 6.852 -3.952 4.569
H 5.975 -4.986 3.457
H 3.941 -3.614 3.598
H 4.552 -2.852 5.075
H 5.173 -2.349 3.559
H 3.512 -5.257 4.720
H 3.546 -5.916 6.334
H 4.559 -7.308 3.676
H 3.175 -7.554 4.479
H 4.594 -8.098 5.328
C -5.083 6.119 2.413
C -5.072 5.872 0.924
N -5.469 7.048 0.148
C -4.888 7.170 -1.185
C -3.343 7.341 -1.201
C -6.949 7.101 0.123
C -7.574 8.338 -0.469
H -5.917 6.535 2.978
H -4.233 6.674 2.809
H -4.959 5.109 2.803
H -4.029 5.648 0.703
H -5.550 4.926 0.671
H -5.183 6.323 -1.803
H -5.274 8.098 -1.608
H -3.096 8.217 -0.601
H -2.896 6.378 -0.956
H -2.952 7.425 -2.215
H -7.111 7.138 1.201
H -7.400 6.216 -0.326
H -7.151 9.313 -0.229
H -8.597 8.430 -0.104
H -7.546 8.361 -1.558
C -0.239 -5.405 -0.180
C -0.834 -5.032 -1.549
N 0.173 -4.601 -2.570
C -0.057 -4.681 -3.998
C -0.397 -6.100 -4.467
C 0.797 -3.359 -2.146
C 2.034 -2.887 -2.937
H 0.624 -6.066 -0.258
H -0.992 -5.902 0.432
H 0.138 -4.537 0.361
H -1.479 -5.847 -1.879
H -1.481 -4.159 -1.466
H -0.798 -3.949 -4.321
H 0.835 -4.368 -4.540
H -1.444 -6.344 -4.286
H 0.038 -6.190 -5.462
H 0.279 -6.811 -3.994
H 1.144 -3.430 -1.115
H 0.044 -2.573 -2.210
H 2.661 -3.727 -3.235
H 2.657 -2.338 -2.230
H 1.854 -2.369 -3.879
C -6.500 7.560 -4.953
C -5.161 7.042 -5.499
N -4.950 5.584 -5.682
C -5.893 5.040 -6.654
C -5.816 3.485 -6.684
C -3.553 5.366 -5.965
C -2.704 5.414 -4.737
H -6.566 7.017 -4.011
H -7.377 7.423 -5.585
H -6.414 8.632 -4.773
H -5.106 7.513 -6.481
H -4.457 7.565 -4.853
H -6.940 5.141 -6.365
H -5.804 5.487 -7.644
H -4.976 3.057 -7.231
H -5.676 3.133 -5.662
H -6.783 3.084 -6.987
H -3.169 6.145 -6.624
H -3.326 4.488 -6.569
H -2.494 4.439 -4.299
H -3.226 6.037 -4.010
H -1.698 5.740 -5.001
C 2.810 -5.993 1.325
C 3.376 -6.435 -0.052
N 3.359 -7.939 -0.150
C 1.973 -8.556 -0.110
C 2.089 -10.016 -0.212
C 4.112 -8.397 -1.312
C 3.613 -7.797 -2.755
H 3.431 -6.566 2.014
H 1.834 -6.333 1.670
H 2.971 -4.931 1.507
H 2.922 -5.898 -0.885
H 4.439 -6.193 -0.048
H 1.520 -8.316 0.852
H 1.214 -8.204 -0.808
H 1.138 -10.463 0.077
H 2.145 -10.341 -1.251
H 2.676 -10.651 0.451
H 4.128 -9.487 -1.345
H 5.166 -8.151 -1.182
H 3.718 -8.635 -3.443
H 3.901 -6.840 -3.191
H 2.524 -7.768 -2.708
C -5.003 1.106 4.363
C -3.788 1.094 5.305
N -3.822 2.201 6.301
C -3.760 3.548 5.766
C -2.652 3.927 4.853
C -4.994 2.173 7.177
C -4.830 0.918 8.056
H -4.757 0.756 3.361
H -5.348 2.129 4.210
H -5.809 0.491 4.763
H -3.599 0.150 5.815
H -2.802 1.198 4.852
H -4.736 3.907 5.440
H -3.470 3.986 6.721
H -1.752 3.364 5.100
H -2.914 3.764 3.808
H -2.287 4.944 4.999
H -5.914 2.127 6.594
H -5.025 3.027 7.854
H -5.173 0.077 7.455
H -5.326 0.948 9.026
H -3.754 0.785 8.165
C -3.820 -2.865 -4.335
C -4.927 -3.455 -3.415
O -5.239 -4.616 -3.527
N -5.432 -2.556 -2.481
C -6.369 -2.982 -1.393
H -4.073 -3.038 -5.381
H -2.824 -3.280 -4.180
H -3.762 -1.786 -4.192
H -5.380 -1.556 -2.612
H -5.857 -2.804 -0.448
H -6.455 -4.061 -1.264
H -7.342 -2.502 -1.501
C 4.792 2.641 0.749
C 5.648 1.405 0.781
O 5.640 0.760 1.780
N 6.598 1.135 -0.170
C 6.560 1.687 -1.497
H 3.774 2.324 0.975
H 4.666 3.006 -0.271
H 5.092 3.397 1.474
H 7.179 0.342 0.058
H 7.006 1.056 -2.265
H 7.141 2.606 -1.570
H 5.578 1.993 -1.859

The calculation puts the HOMO-LUMO gap at 8.1 eV. The LUMO energy comes out at 0.354 eV. The max |F| comes out at 4.1 eV Å⁻¹. The value obtained for the total energy is -116934.0938 eV. Its spin multiplicity is 1. The HOMO energy comes out at -7.70 eV.